Entry 1:
# C21H50BFN10O23

A 11-piece molecular cluster, C21H50BFN10O23 overall (ωB97M-V/def2-TZVPD, the OMol25 dataset).

## Properties
E_HOMO: -10.3 eV
LUMO energy: -0.0111 Eh
energy above the lowest of the compared OMol25 structures with the same formula, charge and spin: 0.000 eV
structure (SMILES): C#CCCCB(COCOCCO)[C@@H](C)F.C[N+](=O)[O-].C[N+](=O)[O-].C[N+](=O)[O-].C[N+](=O)[O-].C[N+](=O)[O-].C[N+](=O)[O-].C[N+](=O)[O-].C[N+](=O)[O-].C[N+](=O)[O-].C[N+](=O)[O-]

Positions of all 106 atoms, in Å:
C1 -3.571 -3.641 -0.627
C2 -2.937 -3.868 0.351
C3 -2.141 -4.092 1.568
C4 -1.136 -2.966 1.834
C5 -1.816 -1.628 2.127
B1 -0.989 -0.484 2.785
C6 0.408 -0.671 3.512
O1 1.408 -0.047 2.712
C7 2.704 -0.088 3.232
O2 3.540 -0.552 2.210
C8 4.909 -0.297 2.460
C9 5.743 -0.887 1.340
O3 5.249 -0.654 0.029
C10 -1.616 0.962 2.769
C11 -0.705 2.081 2.327
F1 -2.781 0.989 1.963
H1 -4.163 -3.458 -1.502
H2 -2.812 -4.206 2.424
H3 -1.605 -5.041 1.449
H4 -0.502 -3.264 2.673
H5 -0.477 -2.854 0.970
H6 -2.697 -1.777 2.773
H7 -2.245 -1.220 1.203
H8 0.349 -0.198 4.506
H9 0.676 -1.719 3.686
H10 3.013 0.922 3.547
H11 2.751 -0.758 4.104
H12 5.238 -0.763 3.385
H13 5.089 0.789 2.507
H14 5.864 -1.965 1.473
H15 6.746 -0.437 1.415
H16 4.748 0.169 0.042
H17 -1.950 1.180 3.796
H18 -1.251 3.029 2.295
H19 -0.281 1.912 1.335
H20 0.133 2.217 3.011
C12 -1.575 0.758 -1.183
N1 -1.143 1.751 -2.197
O4 -1.695 1.745 -3.281
O5 -0.249 2.518 -1.907
H21 -2.371 0.158 -1.599
H22 -0.707 0.151 -0.937
H23 -1.918 1.301 -0.308
C13 8.860 0.066 3.894
N2 7.552 -0.315 4.500
O6 7.177 -1.459 4.367
O7 6.932 0.555 5.084
H24 9.276 -0.808 3.407
H25 8.666 0.864 3.184
H26 9.496 0.421 4.699
C14 -5.603 1.163 0.073
N3 -5.523 0.039 -0.899
O8 -4.426 -0.273 -1.319
O9 -6.562 -0.493 -1.219
H27 -4.603 1.538 0.250
H28 -6.248 1.915 -0.371
H29 -6.042 0.768 0.984
C15 -8.477 1.313 -3.091
N4 -8.380 2.685 -2.524
O10 -9.291 3.457 -2.715
O11 -7.379 2.943 -1.877
H30 -9.418 1.226 -3.619
H31 -7.628 1.174 -3.753
H32 -8.425 0.625 -2.257
C16 1.398 1.204 -4.672
N5 2.318 0.036 -4.693
O12 3.512 0.239 -4.649
O13 1.798 -1.061 -4.753
H33 1.989 2.109 -4.614
H34 0.807 1.175 -5.584
H35 0.759 1.097 -3.808
C17 -9.177 -3.576 -1.709
N6 -9.258 -2.153 -2.129
O14 -9.602 -1.332 -1.304
O15 -8.966 -1.902 -3.281
H36 -9.462 -3.638 -0.666
H37 -9.852 -4.139 -2.347
H38 -8.151 -3.896 -1.866
C18 7.437 1.157 8.494
N7 8.479 0.367 9.205
O16 9.607 0.814 9.235
O17 8.126 -0.679 9.704
H39 7.898 2.056 8.104
H40 7.046 0.534 7.695
H41 6.657 1.386 9.213
C19 -2.196 -0.065 -6.254
N8 -1.875 0.911 -7.331
O18 -2.533 0.890 -8.344
O19 -0.958 1.689 -7.118
H42 -3.023 -0.676 -6.593
H43 -1.301 -0.656 -6.077
H44 -2.457 0.509 -5.371
C20 8.262 -2.103 -0.932
N9 9.234 -2.357 0.165
O20 9.461 -3.502 0.482
O21 9.730 -1.377 0.691
H45 7.886 -3.053 -1.291
H46 7.466 -1.491 -0.518
H47 8.780 -1.559 -1.715
C21 -2.697 4.362 -5.338
N10 -4.120 4.004 -5.100
O22 -4.871 4.857 -4.685
O23 -4.434 2.853 -5.341
H48 -2.549 5.405 -5.085
H49 -2.099 3.707 -4.710
H50 -2.490 4.171 -6.385


Entry 2:
# C21H50ClN6O9

A 7-piece molecular cluster, C21H50ClN6O9 overall (ωB97M-V/def2-TZVPD, the OMol25 dataset).

## Properties
E_HOMO: -6.6 eV
LUMO energy: 0.0785 Eh
energy above the lowest of the compared OMol25 structures with the same formula, charge and spin: 1.243 eV
net charge: -1

Positions of all 87 atoms, in Å:
Cl1 -0.211 0.320 1.855
O1 0.057 -0.436 3.031
O2 0.886 1.104 1.348
O3 -0.471 -0.606 0.782
O4 -1.333 1.146 2.185
C1 -0.540 -0.321 -5.549
C2 -1.951 -0.383 -5.024
N1 -1.950 -1.143 -3.784
C3 -3.139 -0.748 -2.988
C4 -3.185 -1.466 -1.703
C5 -1.751 -2.623 -3.881
C6 -2.905 -3.255 -4.628
H1 0.140 0.216 -4.887
H2 -0.590 0.271 -6.463
H3 -0.125 -1.290 -5.826
H4 -2.342 0.611 -4.807
H5 -2.640 -0.837 -5.737
H6 -3.117 0.315 -2.748
H7 -3.977 -0.987 -3.643
H8 -3.394 -2.524 -1.865
H9 -2.197 -1.477 -1.243
H10 -3.940 -1.080 -1.018
H11 -1.614 -3.078 -2.900
H12 -0.830 -2.924 -4.379
H13 -2.859 -4.341 -4.547
H14 -2.808 -3.092 -5.702
H15 -3.936 -3.007 -4.376
C7 1.211 4.643 3.376
O5 0.611 5.662 3.726
N2 2.503 4.411 3.759
C8 3.079 3.053 3.742
C9 3.349 5.401 4.394
H16 0.692 3.847 2.819
H17 3.119 2.584 4.725
H18 4.098 3.072 3.357
H19 2.467 2.539 3.000
H20 4.107 5.649 3.651
H21 2.794 6.286 4.706
H22 3.856 4.977 5.260
C10 0.491 4.006 -0.983
O6 0.570 5.231 -0.889
N3 -0.106 3.339 -1.987
C11 0.014 1.920 -2.209
C12 -0.649 4.088 -3.151
H23 0.878 3.266 -0.265
H24 0.241 1.339 -1.315
H25 0.851 1.778 -2.893
H26 -0.913 1.569 -2.662
H27 -0.991 5.070 -2.823
H28 0.150 4.092 -3.893
H29 -1.516 3.581 -3.574
C13 -1.759 0.827 6.371
O7 -2.725 0.450 7.057
N4 -0.871 1.778 6.806
C14 -0.913 2.407 8.107
C15 0.152 2.212 5.825
H30 -1.522 0.497 5.348
H31 -1.393 3.386 8.126
H32 0.125 2.552 8.405
H33 -1.493 1.851 8.843
H34 0.143 1.653 4.889
H35 -0.079 3.244 5.561
H36 1.114 2.182 6.336
C16 3.754 -2.008 -1.811
O8 3.677 -2.224 -0.619
N5 2.716 -2.122 -2.640
C17 2.901 -2.014 -4.066
C18 1.322 -2.031 -2.215
H37 4.730 -1.795 -2.275
H38 2.833 -0.971 -4.375
H39 2.150 -2.591 -4.606
H40 3.882 -2.460 -4.231
H41 0.821 -2.912 -2.616
H42 1.200 -1.915 -1.138
H43 0.797 -1.210 -2.704
C19 0.639 -3.895 1.844
O9 1.408 -4.233 2.757
N6 -0.033 -4.761 1.004
C20 -0.888 -4.298 -0.065
C21 0.028 -6.236 1.057
H44 0.482 -2.828 1.624
H45 -1.631 -5.045 -0.344
H46 -0.338 -4.154 -0.995
H47 -1.357 -3.322 0.054
H48 -0.002 -6.783 0.114
H49 0.868 -6.495 1.702
H50 -0.932 -6.504 1.498


Entry 3:
# C21H51AlCl2KN3NbO12PS2

C21H51AlCl2KN3NbO12PS2 as an isolated structure (ωB97M-V/def2-TZVPD, the OMol25 dataset).

## Properties
E_HOMO: -6.1 eV
LUMO energy: -0.1834 Eh

Positions of all 95 atoms, in Å:
N1 -1.259 1.183 2.387
C1 -2.157 0.126 3.005
C2 -2.765 -0.967 1.943
C3 -1.565 -1.997 1.402
C4 -0.589 -1.266 0.306
Nb1 1.646 -1.511 0.668
C5 1.929 -1.519 -1.607
O1 3.175 -0.900 -2.075
C6 3.151 0.566 -2.003
O2 1.986 1.212 -2.624
C7 1.176 1.968 -1.657
C8 1.959 3.274 -0.995
O3 1.417 3.423 0.395
C9 1.459 -1.327 2.942
C10 1.360 -2.756 3.742
O4 0.551 -2.766 4.838
Cl1 2.229 -4.333 3.290
P1 4.196 -1.786 0.979
S1 5.020 -0.263 1.912
H1 -0.556 1.530 3.088
H2 -1.822 1.996 2.004
H3 -3.067 0.609 3.579
H4 -1.510 -0.481 3.784
H5 -3.499 -1.667 2.572
H6 -3.382 -0.508 1.060
H7 -2.159 -2.873 0.851
H8 -1.017 -2.491 2.310
H9 -0.819 -1.790 -0.742
H10 -0.819 -0.121 0.133
H11 1.913 0.312 0.645
H12 1.426 -3.306 0.750
H13 0.949 -1.121 -2.108
H14 2.000 -2.671 -1.911
H15 4.102 0.943 -2.619
H16 3.357 0.866 -0.891
H17 0.273 2.439 -2.280
H18 0.645 1.287 -0.836
H19 1.718 4.212 -1.652
H20 3.120 3.138 -0.926
H21 1.537 2.543 0.899
H22 2.472 -0.811 3.306
H23 0.605 -0.559 3.262
H24 4.892 -1.941 -0.304
H25 4.376 -2.955 1.819
O5 -5.238 -2.762 -0.199
S2 -5.319 -4.074 -0.805
O6 -4.136 -4.814 -1.194
O7 -6.339 -4.011 -2.074
C11 -6.073 -3.080 -3.115
C12 -4.911 -3.526 -3.979
C13 -6.303 -5.120 0.236
H26 -5.902 -2.080 -2.701
H27 -6.976 -3.023 -3.733
H28 -3.974 -3.533 -3.413
H29 -4.779 -2.853 -4.832
H30 -5.071 -4.543 -4.350
H31 -7.217 -4.591 0.514
H32 -5.718 -5.351 1.129
H33 -6.533 -6.041 -0.303
N2 1.049 2.927 4.160
C14 0.848 2.423 5.397
C15 1.438 2.934 6.542
C16 2.289 4.026 6.413
C17 2.517 4.566 5.152
C18 1.879 3.989 4.066
H34 0.179 1.569 5.445
H35 1.238 2.490 7.511
H36 2.770 4.453 7.288
H37 3.176 5.417 5.018
H38 2.023 4.376 3.062
N3 5.880 5.398 4.040
H39 5.789 4.410 4.306
H40 5.272 5.593 3.237
H41 5.605 5.992 4.831
H42 6.856 5.595 3.787
Al1 3.384 -6.760 3.684
C19 -7.168 0.091 -6.468
C20 -6.321 -1.163 -6.340
O8 -6.599 -2.086 -7.155
O9 -5.445 -1.120 -5.432
H43 -7.906 -0.007 -7.269
H44 -7.699 0.278 -5.530
H45 -6.528 0.950 -6.691
C21 1.207 2.497 -5.770
O10 0.049 2.810 -6.332
H46 2.069 3.149 -5.991
H47 1.245 2.475 -4.668
H48 1.633 1.507 -6.009
O11 6.286 0.880 -3.809
H49 6.656 0.525 -2.986
H50 5.938 0.099 -4.264
Cl2 3.954 2.570 4.875
O12 7.151 -0.950 -0.519
H51 6.693 -1.132 0.281
K1 -0.574 1.690 -7.687


Entry 4:
# C21H51O17P3S

A 4-piece molecular cluster, C21H51O17P3S overall (ωB97M-V/def2-TZVPD, the OMol25 dataset).

## Properties
E_HOMO: -9.5 eV
LUMO energy: -0.1142 Eh
structure (SMILES): CCCCCCCCCC[C@@]1(O)COS(=O)(=O)O1.COP(=O)(OC)OC.COP(=O)(OC)OC.COP(=O)(OC)OC

Positions of all 93 atoms, in Å:
C1 0.731 -0.582 0.975
C2 1.295 -0.788 -0.566
C3 0.958 0.618 -1.405
C4 1.991 1.785 -0.893
C5 1.450 3.325 -1.110
C6 0.490 3.888 0.094
C7 -0.921 4.569 -0.410
C8 -1.740 3.701 -1.534
C9 -3.380 3.879 -1.477
C10 -4.166 2.466 -1.175
C11 -3.840 1.795 0.284
O1 -2.872 2.422 1.196
C12 -5.307 1.557 1.017
O2 -5.337 0.359 1.878
S1 -3.976 -0.612 1.440
O3 -4.267 -2.071 0.983
O4 -3.217 -0.677 2.821
O5 -3.314 0.392 0.209
H1 1.422 0.146 1.586
H2 0.636 -1.603 1.557
H3 -0.324 -0.049 0.891
H4 2.453 -1.022 -0.592
H5 0.649 -1.679 -1.028
H6 1.084 0.331 -2.547
H7 -0.172 0.841 -1.192
H8 2.343 1.568 0.213
H9 2.975 1.671 -1.559
H10 0.970 3.429 -2.196
H11 2.425 4.011 -1.147
H12 0.306 3.088 0.960
H13 1.101 4.765 0.624
H14 -0.695 5.681 -0.781
H15 -1.600 4.668 0.567
H16 -1.265 3.924 -2.579
H17 -1.539 2.546 -1.309
H18 -3.728 4.215 -2.569
H19 -3.733 4.764 -0.765
H20 -5.337 2.668 -1.283
H21 -3.914 1.674 -2.031
H22 -3.298 2.763 2.037
H23 -6.263 1.429 0.334
H24 -5.569 2.524 1.661
C13 -0.212 -5.407 3.448
O6 1.018 -6.059 3.704
P1 2.035 -6.153 2.308
O7 2.771 -7.314 2.990
O8 2.757 -4.724 2.707
C14 3.039 -4.413 4.060
O9 3.053 -6.248 0.912
C15 4.348 -6.814 1.028
H25 -0.757 -5.299 4.389
H26 -0.035 -4.415 3.023
H27 -0.808 -6.006 2.755
H28 3.220 -5.307 4.663
H29 2.203 -3.845 4.478
H30 3.930 -3.782 4.096
H31 4.276 -7.901 1.077
H32 4.874 -6.419 1.903
H33 4.918 -6.547 0.133
C16 7.481 1.161 1.262
O10 6.401 2.073 1.343
P2 5.609 2.047 2.881
O11 4.384 2.670 2.200
O12 6.604 3.238 3.441
C17 6.990 4.309 2.597
O13 4.818 2.021 4.419
C18 3.759 2.929 4.676
H34 7.989 1.300 0.305
H35 8.191 1.341 2.073
H36 7.102 0.137 1.322
H37 6.235 4.534 1.839
H38 7.939 4.058 2.114
H39 7.146 5.200 3.210
H40 2.850 2.591 4.177
H41 4.023 3.943 4.359
H42 3.575 2.942 5.754
C19 -5.713 -1.073 -7.642
O14 -5.200 -0.608 -6.407
P3 -5.768 -1.524 -5.054
O15 -5.415 -0.325 -4.164
O16 -4.472 -2.539 -5.164
C20 -3.189 -2.034 -5.490
O17 -6.336 -2.440 -3.700
C21 -5.856 -2.137 -2.401
H43 -5.241 -0.514 -8.453
H44 -5.496 -2.136 -7.768
H45 -6.794 -0.909 -7.676
H46 -3.052 -1.001 -5.158
H47 -3.043 -2.099 -6.572
H48 -2.434 -2.659 -5.008
H49 -6.342 -1.237 -2.024
H50 -4.767 -2.021 -2.400
H51 -6.114 -2.970 -1.739


Entry 5:
# C21H52BIN2O13PS8

A 7-piece molecular cluster, C21H52BIN2O13PS8 overall (ωB97M-V/def2-TZVPD, the OMol25 dataset).

## Properties
E_HOMO: -9.9 eV
LUMO energy: -0.1872 Eh
net charge: +1

Positions of all 99 atoms, in Å:
C1 0.398 1.781 2.547
C2 -0.503 1.732 1.214
O1 -0.265 2.845 0.304
C3 -1.432 3.013 -0.557
C4 -1.618 1.818 -1.612
O2 -2.970 1.703 -2.173
C5 -3.900 1.375 -1.178
C6 -4.931 2.437 -0.603
I1 -4.781 4.439 -1.494
N1 -5.867 2.183 0.416
N2 -5.893 0.955 0.916
O3 -6.836 0.751 1.882
B1 -8.158 0.806 1.225
O4 -9.150 1.799 1.460
O5 -8.461 -0.265 0.309
C7 -5.099 -0.199 0.620
P1 -5.361 -1.842 1.592
S1 -5.263 -1.557 3.541
C8 -4.021 -0.050 -0.521
S2 -2.949 -1.472 -1.064
C9 -2.287 -1.255 -2.805
O6 -1.798 -1.528 -0.084
O7 -3.731 -2.779 -1.113
H1 0.821 0.728 2.726
H2 1.273 2.510 2.486
H3 -0.297 1.993 3.439
H4 -0.245 0.765 0.636
H5 -1.636 1.739 1.451
H6 -2.353 3.244 0.078
H7 -1.200 3.965 -1.188
H8 -0.924 2.046 -2.505
H9 -1.328 0.786 -1.211
H10 -8.700 2.670 1.513
H11 -8.094 -1.083 0.711
H12 -4.296 -2.788 1.311
H13 -6.580 -2.505 1.232
H14 -1.343 -0.620 -2.845
H15 -3.112 -0.892 -3.527
H16 -2.038 -2.329 -3.151
C10 2.527 5.048 -1.459
S3 0.885 5.723 -1.781
O8 0.534 5.396 -3.200
C11 1.386 7.456 -1.730
H17 2.463 3.959 -1.482
H18 3.226 5.387 -2.226
H19 2.865 5.370 -0.473
H20 2.156 7.642 -2.481
H21 1.762 7.695 -0.735
H22 0.512 8.073 -1.945
C12 0.613 -2.892 0.822
S4 0.104 -3.411 2.473
O9 0.504 -2.330 3.425
C13 1.311 -4.745 2.627
H23 0.009 -2.031 0.530
H24 1.668 -2.610 0.827
H25 0.445 -3.707 0.114
H26 2.321 -4.346 2.520
H27 1.120 -5.499 1.862
H28 1.201 -5.196 3.615
C14 -6.751 -7.204 1.501
S5 -6.106 -5.604 0.971
O10 -7.216 -4.605 1.102
C15 -5.960 -6.028 -0.777
H29 -6.953 -7.157 2.571
H30 -7.676 -7.428 0.966
H31 -6.007 -7.978 1.307
H32 -6.934 -6.324 -1.171
H33 -5.242 -6.841 -0.896
H34 -5.604 -5.148 -1.316
C16 2.769 7.977 3.555
S6 1.302 7.260 2.786
O11 1.649 6.947 1.365
C17 0.330 8.781 2.782
H35 3.535 7.204 3.624
H36 3.142 8.804 2.948
H37 2.519 8.329 4.557
H38 0.854 9.558 2.223
H39 0.160 9.107 3.810
H40 -0.630 8.576 2.305
C18 5.559 -4.688 0.297
S7 5.410 -2.890 0.361
O12 3.995 -2.570 0.727
C19 5.583 -2.626 -1.416
H41 5.442 -5.081 1.308
H42 4.780 -5.105 -0.346
H43 6.545 -4.959 -0.084
H44 4.803 -3.170 -1.951
H45 6.569 -2.964 -1.740
H46 5.484 -1.558 -1.617
C20 10.343 -4.587 -2.759
S8 10.194 -2.789 -2.695
O13 8.780 -2.469 -2.328
C21 10.366 -2.524 -4.473
H47 10.227 -4.980 -1.748
H48 9.564 -5.003 -3.401
H49 11.329 -4.858 -3.140
H50 9.585 -3.068 -5.007
H51 11.351 -2.862 -4.798
H52 10.266 -1.456 -4.673